{"formula": "C3H9N2", "method": "ωB97M-V/def2-TZVPD", "orbital_gap_ev": 11.408, "total_energy_ha": -228.94488, "smiles": "CN(C)C=[NH2+]", "charge": 1, "symbols": ["C", "C", "C", "N", "N", "H", "H", "H", "H", "H", "H", "H", "H", "H"], "coordinates": [[-0.77002, -0.87150, -0.35348], [-0.04678, 1.29481, 0.52018], [1.61798, -0.52496, -0.35783], [0.28179, -0.15005, 0.00401], [-2.04650, -0.50970, -0.47953], [-0.66193, -1.78146, -0.89805], [0.97673, 1.86248, 0.59384], [-0.66200, 1.89983, -0.09996], [-0.41638, 1.19628, 1.53203], [1.66021, -1.68094, -0.58697], [2.02764, 0.11309, -1.11181], [2.15666, -0.15525, 0.57493], [-2.77145, -1.23028, -0.58273], [-2.37486, 0.39982, -0.04928]], "lowdin_charge": [-0.132, 0.036, -0.032, -0.156, 0.171, 0.151, 0.137, 0.074, 0.094, 0.153, 0.088, 0.120, 0.146, 0.149]}